[1]
This record from OMol25 describes one molecule with the formula C5H10O. The level of theory is ωB97M-V/def2-TZVPD.

Structure (XYZ):
```
16
Properties=species:S:1:pos:R:3:nbo_charge:R:1
C 1.803 0.378 0.525 -0.604
C 0.886 0.115 -0.672 -0.419
C -0.582 -0.045 -0.301 0.207
C -1.081 -1.445 0.005 -0.631
C -1.295 1.125 0.223 -0.112
O -1.492 0.700 -1.116 -0.498
H 1.732 -0.409 1.283 0.203
H 1.558 1.331 1.008 0.204
H 2.849 0.432 0.205 0.213
H 1.230 -0.777 -1.212 0.206
H 0.948 0.954 -1.373 0.221
H -1.442 -1.893 -0.928 0.227
H -0.288 -2.085 0.408 0.212
H -1.912 -1.439 0.718 0.216
H -0.769 2.074 0.336 0.177
H -2.145 0.981 0.891 0.179
```

For the total energy, the calculation gives -271.70994 a.u. Its net charge is 0. The strongest force on any atom is 0.3 eV/Å. For the LUMO energy, the calculation gives 0.0368 Eh. The SMILES is CC[C@@]1(C)CO1.


[2]
This record from OMol25 describes C56H71Cl3CsF3N5O3S as an isolated structure at a distorted geometry. The level of theory is ωB97M-V/def2-TZVPD.

Structure (XYZ):
```
143
Properties=species:S:1:pos:R:3:mulliken_charge:R:1
Cs -0.032 1.100 0.318 1.948
C 1.012 -2.699 -0.592 -0.842
N -0.226 -2.146 -1.097 0.961
C -1.358 -2.823 -0.492 -1.146
C -0.263 -2.227 -2.550 -1.236
C -1.385 -1.446 -3.256 -1.272
N -1.424 0.002 -3.112 0.817
C -2.003 0.407 -1.814 0.379
C -3.472 0.183 -1.639 -1.198
C -4.376 0.328 -2.675 -0.633
C -5.736 0.124 -2.484 -0.863
C -6.141 -0.235 -1.192 -0.132
C -5.279 -0.396 -0.121 -0.467
C -3.871 -0.169 -0.314 0.285
O -3.007 -0.290 0.640 -0.642
C -5.785 -0.802 1.264 2.419
C -5.451 0.301 2.277 -1.656
C -7.300 -1.018 1.296 -2.253
C -5.125 -2.121 1.691 -1.667
C -6.778 0.269 -3.588 2.348
C -6.139 0.638 -4.926 -2.167
C -7.537 -1.053 -3.773 -1.743
C -7.789 1.362 -3.222 -1.689
C -0.111 0.609 -3.320 -0.386
C -0.185 2.091 -3.602 -0.005
C -0.694 2.473 -4.839 -0.751
C -0.885 3.797 -5.182 -0.262
C -0.515 4.749 -4.224 -0.446
C -0.003 4.433 -2.978 -0.714
C 0.162 3.055 -2.629 0.831
O 0.573 2.684 -1.442 -1.280
C 0.336 5.524 -1.958 2.850
C 0.149 6.935 -2.522 -2.489
C -0.586 5.406 -0.737 -1.708
C 1.804 5.391 -1.535 -1.427
C -1.515 4.252 -6.496 2.289
C -1.839 3.073 -7.411 -2.136
C -0.567 5.196 -7.244 -1.725
C -2.825 4.996 -6.199 -1.531
H 1.114 -3.780 -0.811 0.344
H 1.059 -2.572 0.493 0.004
H 1.864 -2.176 -1.025 0.209
H -1.359 -3.897 -0.756 0.347
H -2.301 -2.361 -0.770 0.146
H -1.309 -2.722 0.592 0.393
H -0.335 -3.290 -2.860 0.538
H 0.712 -1.877 -2.902 0.475
H -2.362 -1.825 -2.942 0.506
H -1.300 -1.684 -4.323 0.441
H -1.741 1.463 -1.679 1.398
H -1.536 -0.136 -1.009 -1.191
H -3.976 0.592 -3.646 0.503
H -7.199 -0.392 -1.021 0.296
H -5.969 1.224 2.006 0.330
H -4.379 0.487 2.287 0.270
H -5.783 0.010 3.279 0.451
H -7.851 -0.111 1.042 0.381
H -7.599 -1.316 2.305 0.447
H -7.617 -1.806 0.609 0.388
H -4.043 -2.020 1.673 0.314
H -5.422 -2.924 1.012 0.303
H -5.450 -2.396 2.700 0.450
H -5.418 -0.115 -5.247 0.363
H -5.614 1.593 -4.871 0.390
H -6.910 0.720 -5.697 0.459
H -6.854 -1.858 -4.049 0.353
H -8.296 -0.960 -4.556 0.452
H -8.041 -1.352 -2.853 0.300
H -7.292 2.325 -3.096 0.341
H -8.298 1.128 -2.286 0.293
H -8.550 1.467 -4.000 0.468
H 0.349 0.116 -4.186 0.877
H 0.556 0.414 -2.465 -0.329
H -0.986 1.683 -5.520 0.482
H -0.654 5.793 -4.470 0.421
H -0.887 7.136 -2.801 0.408
H 0.774 7.114 -3.400 0.407
H 0.431 7.664 -1.758 0.461
H -1.623 5.574 -1.035 0.337
H -0.324 6.160 0.010 0.484
H -0.518 4.418 -0.288 0.128
H 2.456 5.597 -2.386 0.300
H 2.007 4.388 -1.169 -0.138
H 2.041 6.116 -0.750 0.500
H -0.943 2.507 -7.672 0.371
H -2.289 3.435 -8.338 0.443
H -2.545 2.383 -6.946 0.302
H 0.373 4.696 -7.485 0.353
H -0.330 6.076 -6.646 0.277
H -1.023 5.539 -8.177 0.466
H -3.526 4.349 -5.670 0.239
H -3.298 5.337 -7.124 0.471
H -2.647 5.870 -5.571 0.280
Cl 8.204 -1.769 3.200 -0.249
C 6.969 -0.738 3.867 0.031
C 5.893 -0.365 3.074 -0.884
C 4.936 0.480 3.594 0.892
C 5.026 0.969 4.900 -0.556
C 3.974 1.923 5.436 -0.826
C 2.706 1.197 5.854 -1.343
N 2.144 0.396 4.784 0.299
C 2.120 -0.976 4.723 -0.517
C 1.657 -1.286 3.483 -0.720
N 1.407 -0.142 2.766 0.291
C 1.706 0.841 3.577 -0.792
O 3.574 2.902 4.489 -0.205
C 4.523 3.942 4.252 -1.321
C 5.504 3.575 3.181 0.274
C 5.147 3.304 1.894 0.564
Cl 3.559 3.350 1.247 0.141
S 6.448 2.790 0.920 -0.003
C 7.540 2.981 2.224 -0.753
C 6.907 3.387 3.359 -0.659
C 6.098 0.534 5.663 0.775
Cl 6.260 1.046 7.333 -0.252
C 7.086 -0.308 5.171 -0.594
H 5.820 -0.724 2.059 0.131
H 4.106 0.786 2.971 0.748
H 4.377 2.429 6.320 1.022
H 1.970 1.928 6.193 0.345
H 2.927 0.524 6.684 0.378
H 2.422 -1.581 5.560 0.413
H 1.481 -2.264 3.070 0.463
H 1.664 1.894 3.353 0.553
H 5.046 4.189 5.183 0.342
H 3.937 4.814 3.960 0.447
H 8.588 2.778 2.093 0.499
H 7.411 3.543 4.301 0.448
H 7.916 -0.610 5.791 0.477
F 7.408 -0.344 -2.781 -0.279
C 6.864 0.872 -2.574 0.656
F 6.893 1.521 -3.745 -0.297
F 7.703 1.526 -1.739 -0.235
C 5.476 0.773 -1.990 0.617
C 4.393 1.395 -2.578 -1.423
C 3.145 1.265 -1.966 -0.556
N 2.965 0.564 -0.853 0.599
C 4.022 -0.025 -0.294 -0.420
C 5.298 0.046 -0.819 -0.830
H 4.490 1.976 -3.484 0.564
H 2.273 1.775 -2.355 0.469
H 3.821 -0.586 0.613 0.546
H 6.126 -0.456 -0.335 0.371
```

For the total energy, the calculation gives -4774.62651 a.u. Its net charge is -1. The strongest force on any atom is 2.5 eV/Å. For the LUMO energy, the calculation gives 0.0526 Eh.


[3]
This record from OMol25 describes C4H6N2O as an isolated structure at a distorted geometry. The level of theory is ωB97M-V/def2-TZVPD.

Structure (XYZ):
```
13
Properties=species:S:1:pos:R:3:nbo_charge:R:1
C 1.111 -0.368 -1.015 -0.693
C 0.919 0.258 0.328 0.546
C -0.828 -0.289 1.067 -0.146
O 0.373 -0.864 1.356 -0.523
N 1.685 1.152 0.754 -0.640
N -2.554 -0.064 -0.783 -0.616
C -1.691 -0.110 0.053 0.367
H 1.608 1.422 1.729 0.371
H -2.800 0.751 -1.347 0.384
H -1.365 -0.247 2.025 0.227
H 1.565 0.337 -1.711 0.242
H 1.753 -1.243 -0.936 0.249
H 0.225 -0.734 -1.520 0.232
```

For the total energy, the calculation gives -340.61315 a.u. Its net charge is 0. The strongest force on any atom is 4.9 eV/Å. For the LUMO energy, the calculation gives 0.0162 Eh.


[4]
This record from OMol25 describes a 2-piece molecular cluster, C4H7NO2 overall at a distorted geometry. The level of theory is ωB97M-V/def2-TZVPD.

Structure (XYZ):
```
14
Properties=species:S:1:pos:R:3:nbo_charge:R:1
C 2.062 -1.130 0.170 0.071
C -0.978 -0.346 0.001 0.222
C -1.017 1.094 -0.119 -0.740
C -1.699 -1.408 0.013 -0.549
N 2.842 -0.193 -0.023 0.207
O 2.485 1.179 0.065 -0.550
O 4.107 -0.327 -0.065 -0.527
H 2.461 -2.201 0.133 0.209
H -0.283 1.466 0.573 0.250
H -1.977 1.453 0.078 0.228
H -0.592 1.466 -1.009 0.246
H 3.228 1.530 0.592 0.489
H -2.748 -1.317 0.024 0.211
H -1.248 -2.457 -0.044 0.235
```

For the total energy, the calculation gives -361.50680 a.u. Its net charge is 0. The strongest force on any atom is 4.2 eV/Å. For the LUMO energy (alpha / beta), the calculation gives 0.0035 / -0.0560 Eh.


[5]
This record from OMol25 describes C4H8N2O as an isolated structure at a distorted geometry. The level of theory is ωB97M-V/def2-TZVPD.

Structure (XYZ):
```
15
Properties=species:S:1:pos:R:3:nbo_charge:R:1
C -1.669 -0.152 -0.075 0.692
C -0.677 1.015 -0.604 -0.525
C 0.574 0.897 0.397 -0.430
C 1.420 -0.277 0.150 -0.284
H -1.247 2.019 -0.671 0.236
H -0.441 1.039 -1.612 0.234
H 0.163 1.163 1.544 0.230
H 1.139 1.924 0.242 0.227
H 1.895 -0.542 1.161 0.196
H 2.172 -0.242 -0.570 0.207
H 0.670 -2.003 -0.136 0.363
H -0.954 -2.304 0.535 0.363
N 0.476 -1.181 -0.647 -0.417
N -0.690 -1.137 0.082 -0.515
O -2.832 -0.221 0.204 -0.577
```

For the total energy, the calculation gives -341.80099 a.u. Its net charge is 0. The strongest force on any atom is 8.5 eV/Å. For the LUMO energy, the calculation gives 0.0226 Eh.


[6]
This record from OMol25 describes one molecule with the formula C5H6N2O at a distorted geometry. The level of theory is ωB97M-V/def2-TZVPD.

Structure (XYZ):
```
14
Properties=species:S:1:pos:R:3:nbo_charge:R:1
C -0.504 1.843 1.288 0.246
C -0.424 0.482 0.589 0.098
C -1.371 -0.315 -0.440 -0.230
C 1.204 -0.546 -0.688 -0.224
C 0.867 0.185 0.576 0.023
H -1.831 0.377 -1.335 0.225
H -2.151 -1.210 0.018 0.260
H -0.307 -1.809 -2.052 0.414
H 1.794 -1.417 -0.600 0.232
H 1.579 0.483 -1.198 0.165
H 1.646 0.691 1.072 0.231
N -0.496 2.668 2.230 -0.302
N -0.068 -1.083 -1.094 -0.700
O 0.062 -0.351 1.633 -0.439
```

For the total energy, the calculation gives -378.63903 a.u. Its net charge is 0. The strongest force on any atom is 9.3 eV/Å. For the LUMO energy, the calculation gives 0.0194 Eh. The SMILES is N#C[C@@]12CNC[C@@H]1O2.


[7]
This record from OMol25 describes a 6-piece molecular cluster, C22H48BN7O7Si overall at a distorted geometry. The level of theory is ωB97M-V/def2-TZVPD.

Structure (XYZ):
```
86
Properties=species:S:1:pos:R:3:mulliken_charge:R:1
C -0.336 -3.411 2.135 -1.111
Si 1.389 -4.034 1.769 -0.043
C 2.594 -2.641 1.444 -0.412
C 1.328 -5.054 0.185 -1.299
C 2.058 -5.207 3.157 0.596
C 1.722 -6.576 2.801 -0.214
N 1.453 -7.648 2.484 -0.511
C 1.547 -4.885 4.614 -0.018
C 0.234 -5.464 4.863 -0.097
N -0.801 -5.927 5.057 -0.521
B 1.582 -3.331 5.006 0.526
O 0.487 -2.718 5.564 -0.551
O 2.676 -2.562 4.766 -0.545
H -0.758 -3.724 3.089 0.495
H -1.020 -3.659 1.324 0.326
H -0.284 -2.319 2.163 0.336
H 2.023 -1.755 1.156 -0.131
H 3.253 -2.413 2.280 0.317
H 3.235 -2.912 0.602 0.364
H 0.569 -5.827 0.285 0.369
H 1.051 -4.375 -0.619 0.343
H 2.302 -5.504 0.003 0.349
H 3.149 -5.157 3.158 0.456
H 2.227 -5.396 5.308 0.360
H 0.203 -3.119 6.395 0.305
H 3.452 -3.069 4.504 0.330
C -0.908 1.487 0.115 -1.043
C 0.388 0.713 0.155 0.720
O 0.428 -0.449 0.545 -0.537
N 1.506 1.349 -0.257 -0.051
C 1.647 2.714 -0.750 -0.932
H -1.702 0.839 0.475 -0.079
H -0.852 2.368 0.754 0.364
H -1.141 1.800 -0.903 0.410
H 2.335 0.777 -0.206 0.214
H 2.044 2.708 -1.761 0.276
H 2.333 3.273 -0.117 0.281
H 0.688 3.219 -0.755 0.321
C 2.629 6.970 -3.454 -1.118
C 3.272 5.732 -2.872 0.750
O 2.799 5.157 -1.900 -0.606
N 4.395 5.276 -3.474 -0.123
C 5.093 5.839 -4.621 -0.842
H 1.747 7.203 -2.865 0.294
H 3.313 7.817 -3.422 0.162
H 2.331 6.801 -4.488 0.374
H 4.768 4.441 -3.050 0.219
H 5.116 5.109 -5.432 0.315
H 6.117 6.091 -4.352 0.260
H 4.605 6.739 -4.969 0.315
C -3.947 -1.299 0.962 -0.970
C -4.660 -2.400 0.212 0.765
O -4.826 -2.355 -0.999 -0.687
N -5.109 -3.450 0.939 -0.002
C -5.011 -3.686 2.367 -0.858
H -3.643 -0.537 0.251 0.167
H -4.605 -0.845 1.704 0.406
H -3.058 -1.684 1.465 0.199
H -5.577 -4.151 0.388 0.074
H -4.466 -4.612 2.556 0.274
H -6.011 -3.790 2.785 0.281
H -4.496 -2.871 2.864 0.370
C 5.698 9.778 -3.058 -1.328
C 6.025 9.818 -4.533 0.813
O 6.009 8.813 -5.228 -0.619
N 6.348 11.023 -5.067 -0.185
C 6.423 12.311 -4.404 -0.830
H 5.474 8.752 -2.784 0.218
H 6.546 10.120 -2.463 0.454
H 4.833 10.402 -2.833 0.378
H 6.558 10.982 -6.052 0.238
H 5.725 13.014 -4.861 0.283
H 7.429 12.723 -4.487 0.282
H 6.175 12.213 -3.352 0.318
C -9.510 -6.997 1.975 -1.360
C -8.339 -6.282 1.343 0.821
O -7.634 -5.517 1.982 -0.570
N -8.099 -6.523 0.028 -0.104
C -8.827 -7.394 -0.875 -0.855
H -9.567 -6.700 3.017 0.284
H -10.443 -6.728 1.479 0.363
H -9.379 -8.078 1.922 0.363
H -7.309 -6.018 -0.340 0.156
H -8.167 -8.166 -1.272 0.287
H -9.229 -6.821 -1.711 0.286
H -9.650 -7.875 -0.357 0.325
```

For the total energy, the calculation gives -2091.58157 a.u. Its net charge is 0. The strongest force on any atom is 1.1 eV/Å. For the LUMO energy, the calculation gives 0.0092 Eh. The SMILES is C[Si](C)(C)[C@H](C#N)[C@H](C#N)B(O)O.CNC(C)=O.CNC(C)=O.CNC(C)=O.CNC(C)=O.CNC(C)=O.


[8]
This record from OMol25 describes one molecule with the formula C3H6N2S2 at a distorted geometry. The level of theory is ωB97M-V/def2-TZVPD.

Structure (XYZ):
```
13
Properties=species:S:1:pos:R:3:nbo_charge:R:1
C -0.284 1.288 -0.509 -0.224
C -1.290 0.416 -0.527 -0.337
C 1.118 0.882 -0.096 -0.577
N -1.874 -0.547 2.036 -0.824
N 1.979 -1.471 -0.722 -1.035
S -1.218 -1.221 0.075 0.312
S 1.228 -0.908 0.474 1.036
H -0.453 2.281 -0.921 0.232
H -2.246 0.505 -1.143 0.244
H 1.878 1.048 -0.917 0.266
H 1.589 1.421 0.731 0.239
H -2.596 -1.202 2.278 0.282
H 2.169 -2.491 -0.758 0.387
```

For the total energy, the calculation gives -1023.56208 a.u. Its net charge is 0. The strongest force on any atom is 3.6 eV/Å. For the LUMO energy (alpha / beta), the calculation gives -0.0321 / -0.0321 Eh. The SMILES is [H]/N=S1#S(=N\[H])/CC=C\1.